No. 1
A gas-phase ion, C5H11N2 (charge +1) at a distorted geometry, computed with ωB97M-V/def2-TZVPD.

The geometry in XYZ format:
```
18
Properties=species:S:1:pos:R:3:lowdin_charge:R:1
C -1.333 -1.694 0.188 0.094
C -0.291 -0.926 -0.142 -0.247
C 1.186 -1.149 -0.246 -0.091
N 1.815 0.130 0.109 0.098
C 0.803 1.242 -0.291 -0.094
N -0.472 0.588 -0.527 -0.143
C -1.731 1.175 -0.004 -0.027
H -2.227 -1.231 0.234 0.013
H -1.261 -2.687 0.735 0.116
H 1.387 -1.948 0.562 0.174
H 1.314 -1.505 -1.317 0.173
H 1.989 0.234 1.141 0.207
H 2.756 0.288 -0.192 0.171
H 1.058 1.721 -1.271 0.153
H 0.765 1.991 0.500 0.134
H -2.570 0.750 -0.448 0.071
H -1.758 0.793 1.028 0.096
H -1.429 2.228 -0.059 0.102
```

Properties
Net charge: +1
Frontier orbital gap (hartree): 0.3328
Spin multiplicity: 1
Max |F| (eV/A): 4.666
ΔE to the lowest compared entry with this formula, charge and spin (eV): 2.675
Highest occupied orbital energy (eV): -12.7
SMILES: C=C1C[NH2+]CN1C

***

No. 2
A gas-phase ion, C5H11N2 (charge +1) at a distorted geometry, computed with ωB97M-V/def2-TZVPD.

The geometry in XYZ format:
```
18
Properties=species:S:1:pos:R:3:lowdin_charge:R:1
C 2.136 -1.871 0.309 0.021
N 1.247 -0.984 0.575 0.017
C 0.062 -0.673 -0.451 -0.191
C -0.124 -1.352 -1.586 0.105
N -0.538 0.704 -0.093 -0.181
C -1.909 0.560 0.484 0.023
C 0.406 1.465 0.628 -0.068
H 3.020 -1.701 0.878 0.086
H 2.142 -2.314 -0.667 0.074
H -1.066 -1.419 -2.185 0.107
H 0.292 -2.276 -1.863 0.058
H -0.543 1.141 -1.044 0.197
H -2.248 -0.460 0.622 0.103
H -1.716 1.064 1.456 0.095
H -2.816 1.111 -0.004 0.149
H 0.107 1.368 1.778 0.151
H 1.440 1.143 0.468 0.097
H 0.237 2.600 0.338 0.159
```

Properties
Net charge: +1
Frontier orbital gap (hartree): 0.3742
Spin multiplicity: 1
Max |F| (eV/A): 5.721
ΔE to the lowest compared entry with this formula, charge and spin (eV): 4.230
Highest occupied orbital energy (eV): -14.2
SMILES: C=NC(=C)[NH+](C)C

***

No. 3
A gas-phase ion, C5H11N2 (charge +1) at a distorted geometry, computed with ωB97M-V/def2-TZVPD.

The geometry in XYZ format:
```
18
Properties=species:S:1:pos:R:3:lowdin_charge:R:1
C -0.005 1.610 -0.059 0.013
C -0.859 -1.097 -0.688 0.076
C 0.359 0.487 1.056 -0.233
C -1.053 0.868 0.715 -0.176
C 2.031 -0.907 0.059 -0.140
N 0.833 -0.807 0.744 0.008
N -1.847 -0.194 -0.068 0.076
H 0.020 2.652 0.014 0.095
H -0.040 1.319 -1.056 0.073
H -0.483 -0.629 -1.627 0.107
H -1.219 -2.141 -0.748 0.110
H 0.630 1.064 1.924 0.153
H -1.499 1.312 1.560 0.140
H 2.291 -1.746 -0.606 0.106
H 2.476 0.049 -0.301 0.103
H 2.589 -1.167 1.031 0.141
H -2.372 0.143 -0.841 0.162
H -2.522 -0.756 0.456 0.188
```

Properties
Net charge: +1
Frontier orbital gap (spin up / spin down) (hartree): 0.3167 / 0.3163
Spin multiplicity: 1
Max |F| (eV/A): 5.584
ΔE to the lowest compared entry with this formula, charge and spin (eV): 5.620
Highest occupied orbital energy (spin up / spin down) (eV): -13.1 / -13.1

***

No. 4
A gas-phase ion, C5H11N2 (charge +1) at a distorted geometry, computed with ωB97M-V/def2-TZVPD.

The geometry in XYZ format:
```
18
Properties=species:S:1:pos:R:3:lowdin_charge:R:1
C -2.954 0.454 -0.050 0.124
N -1.914 -0.245 -0.068 0.096
C -0.905 -0.992 0.112 -0.035
N 0.405 -0.732 -0.287 -0.153
C 1.455 -1.633 0.100 -0.034
C 0.817 0.526 -0.834 -0.178
C 0.931 1.539 0.374 -0.042
H -3.910 0.255 -0.702 0.153
H -3.114 1.234 0.727 0.119
H -0.965 -1.801 0.851 0.180
H 1.216 -2.636 0.225 0.076
H 2.288 -1.584 -0.587 0.095
H 1.995 -1.199 1.045 0.142
H 0.093 0.981 -1.482 0.107
H 1.774 0.376 -1.398 0.144
H 1.520 1.068 0.998 -0.005
H 1.285 2.582 0.039 0.120
H -0.016 1.808 0.935 0.092
```

Properties
Net charge: +1
Frontier orbital gap (hartree): 0.3369
Spin multiplicity: 1
Max |F| (eV/A): 5.767
ΔE to the lowest compared entry with this formula, charge and spin (eV): 2.482
Highest occupied orbital energy (eV): -13.7
SMILES: C=N/C=[N+](/C)CC